# 1
The following is a quantum chemistry calculation of a 3-piece molecular cluster, C19H28O8 overall in a non-equilibrium geometry, from OMol25.

E_tot, eV: -36527.685
HOMO level, eV: -9.776
Orbital gap, eV: 8.174
Energy relative to the best compared isomer or geometry (same formula, charge and spin), kJ/mol: 869.1
SMILES string: CC(=O)OCCCC1=CC(=O)C=CC1=O.CCOC(C)=O.CCOC(C)=O

The geometry in ORCA input format:
```
! RIJCOSX wB97M-V def2-TZVPD def2/J DEFGRID3
* xyz 0 1
C 1.145 0.483 -3.146
C 1.465 1.868 -3.961
O 1.815 1.727 -5.267
O 1.424 3.237 -3.428
C 0.192 3.513 -2.675
C -1.084 4.003 -3.594
C -1.874 2.703 -4.203
C -3.420 2.516 -3.646
C -3.970 3.165 -2.418
C -5.546 2.788 -2.021
O -6.292 3.576 -1.238
C -6.221 1.379 -2.616
C -5.669 0.739 -3.868
C -4.370 1.476 -4.546
O -4.022 1.223 -5.833
H 2.075 0.076 -2.547
H 0.869 -0.383 -3.919
H 0.206 0.552 -2.423
H 0.442 4.433 -1.957
H -0.169 2.651 -1.972
H -0.610 4.643 -4.484
H -1.748 4.751 -2.984
H -1.866 2.736 -5.396
H -1.319 1.683 -3.928
H -3.324 3.878 -1.752
H -7.132 0.839 -2.099
H -6.100 -0.248 -4.337
O 0.494 1.649 0.269
C 0.754 0.562 0.776
O 0.752 -0.564 0.026
C 1.232 -1.845 0.474
C 0.145 -2.603 1.209
C 0.987 0.443 2.255
H 2.147 -1.739 1.063
H 1.510 -2.402 -0.428
H -0.175 -2.073 2.110
H 0.496 -3.598 1.497
H -0.742 -2.711 0.575
H 0.025 0.354 2.764
H 1.494 1.352 2.599
H 1.632 -0.387 2.534
O 2.894 -0.700 4.184
C 3.154 -1.787 4.691
O 3.152 -2.913 3.941
C 3.632 -4.193 4.389
C 2.545 -4.951 5.123
C 3.387 -1.905 6.170
H 4.547 -4.088 4.978
H 3.910 -4.751 3.487
H 2.225 -4.422 6.025
H 2.896 -5.946 5.412
H 1.658 -5.060 4.490
H 2.425 -1.994 6.679
H 3.894 -0.997 6.513
H 4.032 -2.736 6.449
*
```

=====

# 2
The following is a quantum chemistry calculation of C19H29ClIrN2Si2 as an isolated structure in a non-equilibrium geometry, from OMol25.

E_tot, eV: -54269.823
HOMO level (spin up / spin down), eV: -7.348 / -7.322
Orbital gap (spin up / spin down), eV: 6.255 / 6.442
Energy relative to the best compared isomer or geometry (same formula, charge and spin), kJ/mol: 0.0

The geometry in ORCA input format:
```
! RIJCOSX wB97M-V def2-TZVPD def2/J DEFGRID3
* xyz 0 2
Ir 0.000 0.000 0.000
C 0.575 -3.767 0.399
Si -0.924 -3.326 -0.659
C -2.436 -4.102 0.143
C -0.673 -4.097 -2.354
N -1.051 -1.605 -0.743
C -1.962 -0.763 -1.388
C -3.013 -1.381 -2.132
C -4.008 -0.703 -2.836
C -4.014 0.669 -2.840
C -3.025 1.362 -2.140
C -1.966 0.762 -1.392
N -1.051 1.605 -0.743
Si -0.981 3.338 -0.700
C 0.508 3.841 0.350
C -2.509 4.089 0.094
C -0.743 4.082 -2.408
H 0.684 -4.853 0.474
H 0.466 -3.362 1.410
H 1.490 -3.359 -0.040
H -2.277 -5.175 0.289
H -3.332 -3.978 -0.470
H -2.626 -3.652 1.122
H -0.480 -5.169 -2.256
H 0.185 -3.643 -2.859
H -1.551 -3.973 -2.993
H -3.080 -2.460 -2.179
H -4.763 -1.264 -3.370
H -4.774 1.220 -3.377
H -3.106 2.439 -2.197
H 0.408 3.453 1.368
H 0.586 4.931 0.402
H 1.433 3.449 -0.083
H -2.687 3.647 1.079
H -3.405 3.940 -0.513
H -2.373 5.167 0.228
H 0.124 3.636 -2.904
H -0.568 5.160 -2.329
H -1.616 3.933 -3.048
Cl 3.794 4.298 4.086
C 2.691 3.056 3.522
C 1.341 3.101 3.885
C 0.460 2.112 3.436
C 0.927 1.069 2.620
C 0.000 0.000 2.127
C 2.282 1.028 2.258
C 3.160 2.019 2.708
H 0.973 3.902 4.514
H -0.582 2.160 3.725
H -1.038 0.164 2.486
H 0.346 -0.990 2.491
H 2.656 0.231 1.628
H 4.204 1.980 2.424
H 1.626 0.000 -0.575
*
```

=====

# 3
The following is a quantum chemistry calculation of C19H29LaO2 as an isolated structure in a non-equilibrium geometry, from OMol25.

E_tot, eV: -25115.242
HOMO level, eV: 2.554
Orbital gap, eV: 1.382
Energy relative to the best compared isomer or geometry (same formula, charge and spin), kJ/mol: 980.6

The geometry in ORCA input format:
```
! RIJCOSX wB97M-V def2-TZVPD def2/J DEFGRID3
* xyz -2 1
La 0.016 0.028 -0.155
C 1.833 0.227 1.326
C 2.306 -0.606 0.288
C 2.346 0.147 -0.892
H 2.529 -1.653 0.382
C 1.888 1.449 -0.609
C 1.601 1.502 0.774
H 1.260 2.367 1.314
H 1.674 -0.070 2.348
H 2.626 -0.225 -1.862
H 1.793 2.260 -1.311
C -2.136 0.106 0.932
C -1.439 1.259 1.317
C -1.220 2.043 0.159
H -1.107 1.493 2.315
C -1.765 1.363 -0.941
C -2.326 0.153 -0.461
H -2.771 -0.625 -1.054
H -2.397 -0.717 1.571
H -0.714 2.992 0.120
H -1.776 1.721 -1.955
O -0.068 -0.956 -2.153
C -0.183 -0.598 -3.594
C 0.507 -1.920 -3.961
C 0.566 0.665 -3.920
C -1.636 -0.542 -4.001
C 0.421 -2.289 -2.487
H 1.521 -1.791 -4.327
H -0.047 -2.557 -4.645
H -0.315 -3.040 -2.217
H 1.352 -2.507 -1.974
H 0.552 0.831 -4.997
H 1.602 0.610 -3.599
H 0.106 1.525 -3.439
H -1.733 -0.820 -5.050
H -2.052 0.453 -3.877
H -2.229 -1.236 -3.409
C -1.430 -0.132 3.933
C 0.016 0.028 3.265
C 0.685 1.276 3.989
C 0.634 -1.337 3.849
O 0.016 0.028 1.845
H -1.345 -0.199 5.041
H -1.930 -1.072 3.620
H -2.164 0.691 3.812
H 0.616 1.151 5.090
H 1.767 1.413 3.784
H 0.196 2.242 3.755
H 0.102 -2.212 3.415
H 1.716 -1.532 3.688
H 0.540 -1.388 4.956
*
```

=====

# 4
The following is a quantum chemistry calculation of one molecule with the formula C19H29N3O, from OMol25.

E_tot, eV: -26692.739
HOMO level, eV: -8.189
Orbital gap, eV: 8.886
Energy relative to the best compared isomer or geometry (same formula, charge and spin), kJ/mol: 19.4
SMILES string: Cc1cccc(C)c1NC(=O)N1CCN(C2CCCCC2)CC1

The geometry in ORCA input format:
```
! RIJCOSX wB97M-V def2-TZVPD def2/J DEFGRID3
* xyz 0 1
C 0.904 -2.964 0.537
C 1.356 -2.623 -0.851
C 2.686 -2.295 -1.079
C 3.154 -2.041 -2.354
C 2.292 -2.131 -3.433
C 0.955 -2.440 -3.243
C 0.482 -2.662 -1.943
N -0.885 -2.965 -1.788
C -1.746 -2.562 -0.787
O -2.648 -3.290 -0.411
N -1.563 -1.310 -0.290
C -0.802 -0.259 -0.931
H -0.760 -0.437 -2.008
C -1.481 1.090 -0.667
N -1.608 1.414 0.743
C -1.748 0.231 1.577
H -0.779 -0.138 1.950
C -2.423 -0.888 0.800
H -3.397 -0.549 0.425
H -2.598 -1.755 1.440
H -2.369 0.486 2.441
C -0.705 2.443 1.235
C 0.785 2.063 1.301
C 1.614 3.274 1.717
C 1.150 3.810 3.068
C -0.333 4.164 3.019
C -1.156 2.946 2.609
H -1.021 2.161 3.354
H -2.216 3.199 2.566
H -0.663 4.520 3.997
H -0.491 4.971 2.299
H 1.736 4.691 3.339
H 1.315 3.050 3.835
H 2.670 2.998 1.769
H 1.512 4.058 0.963
H 0.933 1.261 2.027
H 1.124 1.706 0.325
H -0.806 3.279 0.531
H -0.920 1.876 -1.176
H -2.486 1.063 -1.107
H 0.228 -0.237 -0.553
H -1.203 -3.804 -2.255
C 0.013 -2.540 -4.404
H 0.466 -2.132 -5.303
H -0.912 -2.004 -4.197
H -0.246 -3.583 -4.594
H 2.658 -1.954 -4.433
H 4.192 -1.790 -2.510
H 3.366 -2.254 -0.240
H 0.521 -2.085 1.056
H 0.110 -3.707 0.520
H 1.740 -3.356 1.113
*
```

=====

# 5
The following is a quantum chemistry calculation of one molecule with the formula C19H29N3O4S in a non-equilibrium geometry, from OMol25.

E_tot, eV: -43668.537
HOMO level, eV: -9.036
Orbital gap, eV: 9.663
Energy relative to the best compared isomer or geometry (same formula, charge and spin), kJ/mol: 223.9
SMILES string: Cc1noc(C)c1S(=O)(=O)N1CCC(C(=O)NCCC2=CCCCC2)CC1

The geometry in ORCA input format:
```
! RIJCOSX wB97M-V def2-TZVPD def2/J DEFGRID3
* xyz 0 1
C -0.171 2.612 -3.707
C -0.427 1.437 -4.565
N -1.210 1.449 -5.607
O -1.204 0.198 -6.143
C -0.405 -0.598 -5.422
C 0.124 0.134 -4.392
S 1.253 -0.331 -3.119
O 2.342 0.600 -3.107
O 1.567 -1.727 -3.286
N 0.305 -0.021 -1.778
C 1.035 0.356 -0.587
C 1.683 -0.859 0.075
H 2.392 -1.296 -0.633
H 2.230 -0.545 0.966
C 0.614 -1.907 0.423
C -0.289 -1.377 1.538
O -1.422 -0.976 1.371
N 0.300 -1.408 2.755
H 1.257 -1.715 2.832
C -0.307 -0.844 3.937
H -0.277 -1.582 4.745
H -1.348 -0.633 3.687
C 0.395 0.451 4.374
C -0.262 1.026 5.600
C -1.214 1.944 5.516
C -1.919 2.540 6.695
C -1.184 2.244 7.999
C -0.782 0.774 8.038
C 0.215 0.486 6.920
H 1.179 0.948 7.161
H 0.386 -0.590 6.839
H -1.671 0.155 7.901
H -0.341 0.524 9.005
H -0.287 2.862 8.060
H -1.821 2.489 8.851
H -2.934 2.128 6.739
H -2.020 3.619 6.554
H -1.538 2.299 4.546
H 1.446 0.237 4.584
H 0.345 1.165 3.550
C -0.179 -2.265 -0.839
C -0.720 -1.014 -1.534
H -1.150 -1.278 -2.502
H -1.490 -0.553 -0.911
H -1.016 -2.913 -0.577
H 0.481 -2.793 -1.529
H 1.108 -2.811 0.796
H 1.793 1.076 -0.896
H 0.330 0.838 0.098
C -0.232 -2.014 -5.811
H 0.467 -2.482 -5.123
H 0.149 -2.077 -6.828
H -1.190 -2.531 -5.780
H -0.628 2.455 -2.732
H -0.584 3.505 -4.166
H 0.902 2.717 -3.560
*
```

=====

# 6
The following is a quantum chemistry calculation of a 3-piece molecular cluster, C19H29N3O7 overall in a non-equilibrium geometry, from OMol25.

E_tot, eV: -38973.589
HOMO level, eV: -9.387
Orbital gap, eV: 9.143
Energy relative to the best compared isomer or geometry (same formula, charge and spin), kJ/mol: 257.1
SMILES string: CC(=O)N(C(C)=O)[C@H](C#N)[C@](O)(C#N)CCC(=O)O.C1CCOC1.C1CCOC1

The geometry in ORCA input format:
```
! RIJCOSX wB97M-V def2-TZVPD def2/J DEFGRID3
* xyz 0 1
C -1.795 -0.464 1.166
C -0.689 0.135 0.349
O -0.759 1.250 -0.065
N 0.427 -0.778 0.050
C 0.306 -1.168 -1.370
C 0.170 -2.636 -1.633
O 0.275 -0.369 -2.258
C 1.742 -0.204 0.358
C 2.738 -0.672 -0.591
N 3.392 -1.321 -1.300
C 2.169 -0.488 1.835
O 1.067 -0.642 2.653
C 2.861 0.715 2.334
N 3.392 1.651 2.760
C 3.192 -1.613 1.984
C 2.716 -2.963 1.488
C 1.655 -3.579 2.363
O 1.635 -3.509 3.562
O 0.689 -4.265 1.681
H -2.654 -0.496 0.509
H -1.591 -1.481 1.462
H -2.049 0.180 1.994
H 0.041 -3.201 -0.726
H -0.707 -2.757 -2.251
H 1.018 -3.002 -2.193
H 1.705 0.873 0.220
H 0.493 -1.327 2.300
H 3.416 -1.716 3.035
H 4.116 -1.320 1.511
H 2.421 -2.962 0.450
H 3.560 -3.638 1.533
H 0.548 -3.777 0.867
C 0.079 3.340 4.850
C 0.560 3.332 3.403
C -0.510 2.510 2.726
O -1.729 2.739 3.443
C -1.432 3.420 4.669
H 0.483 4.159 5.443
H 0.346 2.400 5.339
H 0.570 4.351 3.006
H 1.541 2.892 3.245
H -0.273 1.443 2.783
H -0.646 2.783 1.682
H -1.769 4.458 4.578
H -1.983 2.948 5.484
C -3.149 0.794 -6.339
C -1.800 1.275 -5.812
C -1.525 0.273 -4.701
O -2.148 -0.955 -5.100
C -3.007 -0.717 -6.219
H -3.366 1.118 -7.356
H -3.952 1.149 -5.689
H -1.042 1.188 -6.594
H -1.808 2.305 -5.460
H -1.975 0.596 -3.755
H -0.466 0.102 -4.536
H -2.537 -1.143 -7.112
H -3.960 -1.222 -6.056
*
```

=====

# 7
The following is a quantum chemistry calculation of a 2-piece molecular cluster, C19H29N6O8 overall in a non-equilibrium geometry, from OMol25.

E_tot, eV: -45498.386
HOMO level, eV: -5.695
Orbital gap, eV: 8.040

The geometry in ORCA input format:
```
! RIJCOSX wB97M-V def2-TZVPD def2/J DEFGRID3
* xyz -1 1
O -2.918 0.032 2.131
O 0.943 5.316 -1.683
O -0.971 0.560 -2.604
O -2.534 6.466 -1.587
O -2.366 1.619 -1.284
N -0.434 -2.581 0.359
O 2.490 -2.821 4.329
O 2.331 -6.126 0.174
O 4.557 -4.216 3.204
C -2.145 -0.748 1.592
C 0.243 4.476 -1.125
C -1.857 1.416 -2.411
C -2.042 6.064 -2.639
C -0.905 -1.534 -0.296
C -0.799 -2.758 1.687
C -1.087 -3.504 3.826
C -1.631 -1.885 2.327
C -0.450 -3.801 2.642
N -1.773 -0.617 0.285
N -1.802 -2.327 3.631
N -1.977 6.907 -3.676
N 1.782 -4.875 2.710
N -0.937 4.087 -1.586
C 0.713 3.804 0.141
C -1.425 6.638 -5.003
C 0.356 -5.038 2.353
C 3.203 -2.235 3.234
C 3.268 -5.181 0.713
C -2.315 2.266 -3.607
C 3.765 -3.366 2.363
C 2.625 -4.177 1.699
C -2.724 3.705 -3.245
C -1.556 4.607 -2.804
H 1.895 -3.503 3.928
H 2.710 -6.592 -0.590
H 4.034 -4.371 4.014
H -0.594 -1.400 -1.326
H -1.046 -4.096 4.735
H -2.039 0.231 -0.230
H -2.374 -1.843 4.325
H -2.320 7.833 -3.477
H 2.189 -5.796 2.880
H -1.438 3.352 -1.088
H 0.038 4.074 0.950
H 1.725 4.131 0.367
H 0.689 2.725 -0.007
H -0.347 6.476 -4.927
H -1.893 5.751 -5.434
H -1.610 7.489 -5.659
H 0.238 -5.306 1.298
H -0.056 -5.862 2.943
H 4.015 -1.604 3.607
H 2.530 -1.607 2.640
H 4.069 -5.733 1.215
H 3.721 -4.616 -0.108
H -1.522 2.312 -4.358
H -3.175 1.777 -4.071
H 4.393 -2.929 1.580
H 2.005 -3.482 1.126
H -3.489 3.688 -2.468
H -3.175 4.150 -4.134
H -0.798 4.584 -3.584
*
```

=====

# 8
The following is a quantum chemistry calculation of one molecule with the formula C19H29NO3S, from OMol25.

E_tot, eV: -38641.434
HOMO level, eV: -9.055
Orbital gap, eV: 9.808
Energy relative to the best compared isomer or geometry (same formula, charge and spin), kJ/mol: 8.5
SMILES string: Cc1ccccc1CN1[C@@H](CC2CCCCC2)COCCS1(=O)=O

The geometry in ORCA input format:
```
! RIJCOSX wB97M-V def2-TZVPD def2/J DEFGRID3
* xyz 0 1
C 4.628 0.517 1.848
C 4.144 -0.499 0.858
C 5.068 -1.163 0.058
C 4.675 -2.110 -0.871
C 3.334 -2.419 -1.006
C 2.404 -1.773 -0.213
C 2.786 -0.806 0.710
C 1.715 -0.093 1.503
N 0.841 0.718 0.676
S 1.445 2.125 0.089
O 0.358 2.977 -0.299
O 2.382 2.636 1.049
C 2.384 1.695 -1.412
C 1.415 1.194 -2.470
O 0.644 0.100 -2.044
C -0.546 0.399 -1.340
H -0.868 1.422 -1.549
H -1.296 -0.302 -1.722
C -0.424 0.206 0.183
H -0.433 -0.867 0.396
C -1.552 0.896 0.969
H -1.532 1.956 0.711
H -1.268 0.816 2.022
C -2.984 0.358 0.822
C -3.717 0.871 -0.419
C -5.179 0.430 -0.384
C -5.275 -1.091 -0.316
C -4.526 -1.619 0.904
C -3.067 -1.169 0.871
H -2.546 -1.542 1.756
H -2.588 -1.595 -0.012
H -4.578 -2.709 0.929
H -5.002 -1.241 1.812
H -6.322 -1.397 -0.270
H -4.841 -1.522 -1.221
H -5.698 0.795 -1.272
H -5.670 0.863 0.491
H -3.659 1.960 -0.454
H -3.254 0.481 -1.324
H -3.535 0.742 1.690
H 1.971 0.836 -3.343
H 0.764 2.024 -2.775
H 2.895 2.599 -1.729
H 3.099 0.933 -1.120
H 1.095 -0.820 2.037
H 2.161 0.582 2.232
H 1.359 -2.017 -0.324
H 3.012 -3.161 -1.721
H 5.415 -2.606 -1.482
H 6.118 -0.930 0.166
H 5.699 0.667 1.742
H 4.430 0.182 2.866
H 4.125 1.472 1.700
*
```